Model A:
{"formula": "C9H14", "method": "wB97M-V/def2-TZVPD", "gap_ev": 10.139, "homo_ev": -9.12, "lumo_ev": 1.02, "charge": 0, "elements": ["C", "C", "C", "C", "C", "C", "C", "H", "H", "H", "H", "H", "H", "H", "H", "C", "C", "H", "H", "H", "H", "H", "H"], "positions_angstrom": [[1.382, -0.505, 2.547], [-1.041, -0.852, -0.412], [-0.540, -0.653, 0.875], [-0.162, -1.212, -1.420], [0.813, -0.713, 1.165], [1.183, -1.414, -1.127], [1.665, -1.115, 0.133], [-2.111, -0.726, -0.488], [-1.239, -0.439, 1.675], [-0.551, -1.554, -2.372], [1.816, -1.798, -1.915], [0.775, -0.979, 3.316], [1.439, 0.577, 2.685], [2.700, -1.302, 0.396], [2.389, -0.906, 2.637], [-2.141, 2.704, -0.986], [-0.662, 2.411, -0.829], [-2.777, 1.827, -0.857], [-2.526, 3.466, -0.342], [-2.425, 3.091, -1.966], [-0.519, 1.426, -0.374], [-0.145, 3.022, -0.087], [-0.070, 2.400, -1.740]]}

=====

Model B:
{"formula": "C9H14", "method": "wB97M-V/def2-TZVPD", "gap_ev": 10.017, "homo_ev": -8.99, "lumo_ev": 1.03, "charge": 0, "elements": ["C", "C", "C", "C", "C", "C", "C", "H", "H", "H", "H", "H", "H", "H", "H", "C", "C", "H", "H", "H", "H", "H", "H"], "positions_angstrom": [[-1.952, -1.403, -1.440], [-2.306, 0.564, 0.205], [-1.551, -0.491, -0.311], [-1.921, 1.213, 1.360], [-0.988, 0.637, 2.216], [-0.504, -0.981, 0.485], [-0.178, -0.388, 1.702], [-2.998, 1.165, -0.374], [-2.417, 2.154, 1.581], [-2.225, -2.413, -1.122], [-1.095, -1.301, -2.102], [-0.700, 0.984, 3.199], [0.179, -1.726, 0.062], [0.460, -0.881, 2.414], [-2.881, -1.117, -1.940], [3.143, 0.072, -1.096], [2.129, 0.907, -0.304], [3.322, -0.895, -0.626], [2.871, -0.070, -2.146], [4.112, 0.580, -1.143], [1.805, 1.713, -0.963], [2.474, 1.396, 0.600], [1.223, 0.280, -0.257]]}

=====

Going by the computed energies, the most stable comes first: model A, model B.

=====

Model A:
{"formula": "C9H14", "method": "wB97M-V/def2-TZVPD", "gap_ev": 9.786, "homo_ev": -8.84, "lumo_ev": 0.94, "charge": 0, "elements": ["C", "C", "H", "H", "H", "H", "H", "H", "C", "C", "C", "C", "C", "C", "C", "H", "H", "H", "H", "H", "H", "H", "H"], "positions_angstrom": [[-0.462, 3.588, -0.284], [-0.434, 3.676, 1.244], [0.421, 4.173, -0.671], [-0.375, 2.597, -0.624], [-1.229, 4.054, -0.894], [0.434, 4.266, 1.656], [-0.172, 2.821, 1.840], [-1.383, 3.939, 1.737], [-0.582, -1.542, -2.254], [0.200, -3.284, 0.932], [1.079, -2.465, 1.557], [-0.370, -2.885, -0.251], [-0.002, -1.705, -0.883], [1.306, -1.123, 1.039], [0.837, -0.845, -0.236], [-0.211, -4.307, 1.173], [1.640, -2.799, 2.503], [-0.994, -3.635, -0.738], [1.868, -0.512, 1.629], [0.268, -1.074, -2.845], [-1.409, -0.742, -2.150], [0.822, 0.095, -0.678], [-1.253, -2.288, -2.803]]}

=====

Model B:
{"formula": "C9H14", "method": "wB97M-V/def2-TZVPD", "gap_ev": 10.086, "homo_ev": -9.07, "lumo_ev": 1.02, "charge": 0, "elements": ["C", "C", "C", "C", "C", "C", "C", "H", "H", "H", "H", "H", "H", "H", "H", "C", "C", "H", "H", "H", "H", "H", "H"], "positions_angstrom": [[-0.784, 1.574, 1.950], [0.656, -1.826, 1.137], [-0.381, -2.397, 0.407], [0.535, -0.529, 1.612], [-0.670, 0.151, 1.478], [-1.603, -1.748, 0.350], [-1.770, -0.478, 0.886], [1.613, -2.336, 1.143], [-0.289, -3.407, 0.032], [1.390, -0.013, 2.030], [-2.507, -2.231, 0.078], [0.174, 2.076, 2.077], [-1.301, 1.662, 2.910], [-2.660, 0.133, 0.832], [-1.358, 2.171, 1.238], [1.781, 0.960, -2.626], [0.424, 0.866, -1.928], [1.885, 0.187, -3.387], [2.000, 1.925, -3.078], [2.577, 0.826, -1.886], [0.302, -0.021, -1.304], [0.331, 1.730, -1.285], [-0.345, 0.724, -2.667]]}

=====

Model C:
{"formula": "C9H14", "method": "wB97M-V/def2-TZVPD", "gap_ev": 10.009, "homo_ev": -8.96, "lumo_ev": 1.05, "charge": 0, "elements": ["C", "C", "C", "C", "C", "C", "C", "H", "H", "H", "H", "H", "H", "H", "H", "C", "C", "H", "H", "H", "H", "H", "H"], "positions_angstrom": [[1.250, -0.155, -1.603], [0.730, 2.139, -0.696], [0.309, 0.826, -0.920], [-0.162, 2.931, -0.036], [-1.432, 2.484, 0.254], [-1.001, 0.338, -0.806], [-1.888, 1.254, -0.216], [1.750, 2.419, -1.050], [0.016, 3.927, 0.377], [1.264, 0.105, -2.677], [1.105, -1.352, -1.324], [-2.154, 3.215, 0.675], [-1.412, -0.600, -1.106], [-2.855, 0.959, -0.137], [2.224, 0.077, -1.155], [0.374, -2.949, 0.908], [0.223, -1.708, 1.689], [-0.535, -3.581, 0.851], [0.471, -2.887, -0.127], [1.080, -3.638, 1.337], [-0.262, -1.781, 2.776], [-0.309, -0.914, 1.183], [1.213, -1.112, 1.803]]}

=====

Model D:
{"formula": "C9H14", "method": "wB97M-V/def2-TZVPD", "gap_ev": 9.754, "homo_ev": -8.85, "lumo_ev": 0.90, "charge": 0, "elements": ["C", "C", "H", "H", "H", "H", "H", "H", "C", "C", "C", "C", "C", "C", "C", "H", "H", "H", "H", "H", "H", "H", "H"], "positions_angstrom": [[3.663, -1.350, 1.256], [2.718, -1.138, 2.437], [4.189, -2.320, 1.309], [3.132, -1.560, 0.321], [4.473, -0.638, 1.109], [1.814, -1.597, 2.031], [2.544, -0.157, 2.876], [2.820, -1.711, 3.377], [-2.294, 0.096, 1.000], [-1.121, 1.267, -2.896], [-0.405, 1.701, -1.765], [-2.234, 0.428, -2.735], [-0.940, 1.489, -0.518], [-2.720, 0.128, -1.472], [-2.048, 0.646, -0.355], [-0.540, 1.343, -3.804], [0.537, 2.211, -1.895], [-2.772, 0.221, -3.656], [-0.393, 1.605, 0.417], [-3.483, -0.626, -1.372], [-3.029, -0.697, 1.125], [-2.559, 0.878, 1.724], [-1.354, -0.220, 1.485]]}

=====

Going by the computed energies, the most stable comes first: model B, model D, model C, model A.

=====

Model A:
{"formula": "C9H14", "method": "wB97M-V/def2-TZVPD", "gap_ev": 10.009, "homo_ev": -9.04, "lumo_ev": 0.97, "charge": 0, "elements": ["C", "C", "C", "C", "C", "C", "C", "H", "H", "H", "H", "H", "H", "H", "H", "C", "C", "H", "H", "H", "H", "H", "H"], "positions_angstrom": [[-0.977, 0.504, -2.785], [-0.164, 0.820, -0.402], [-0.792, 1.313, -1.541], [-0.248, 1.533, 0.772], [-0.815, 2.785, 0.902], [-1.458, 2.535, -1.419], [-1.459, 3.268, -0.238], [0.359, -0.125, -0.475], [0.241, 1.114, 1.650], [-1.983, 0.116, -2.943], [-0.376, -0.409, -2.759], [-0.656, 3.431, 1.752], [-1.951, 3.002, -2.261], [-1.709, 4.311, -0.393], [-0.676, 1.064, -3.671], [1.321, -2.712, 2.290], [1.861, -3.546, 1.147], [0.841, -3.380, 2.993], [2.124, -2.224, 2.837], [0.468, -2.074, 2.055], [1.118, -3.810, 0.392], [2.633, -3.055, 0.555], [2.298, -4.461, 1.544]]}

=====

Model B:
{"formula": "C9H14", "method": "wB97M-V/def2-TZVPD", "gap_ev": 9.878, "homo_ev": -8.87, "lumo_ev": 1.01, "charge": 0, "elements": ["C", "C", "C", "C", "C", "C", "C", "H", "H", "H", "H", "H", "H", "H", "H", "C", "C", "H", "H", "H", "H", "H", "H"], "positions_angstrom": [[0.458, -2.480, 0.031], [0.685, -1.317, 2.294], [0.695, -1.266, 0.896], [0.782, -0.176, 3.121], [0.747, 0.042, 0.340], [0.744, 0.980, 2.452], [0.594, 1.189, 1.051], [0.737, -2.268, 2.796], [0.773, -0.287, 4.215], [-0.638, -2.658, -0.011], [0.864, -3.562, 0.208], [1.009, 0.220, -0.747], [0.900, 1.951, 2.879], [0.511, 2.111, 0.507], [0.883, -2.329, -1.020], [-0.552, 1.294, -2.754], [-1.855, 1.085, -1.954], [0.210, 1.907, -2.251], [-0.263, 0.337, -3.007], [-0.786, 1.897, -3.591], [-1.850, 1.925, -1.345], [-1.928, 0.161, -1.423], [-2.720, 1.243, -2.686]]}

=====

Model C:
{"formula": "C9H14", "method": "wB97M-V/def2-TZVPD", "gap_ev": 10.065, "homo_ev": -9.00, "lumo_ev": 1.07, "charge": 0, "elements": ["C", "C", "H", "H", "H", "H", "H", "H", "C", "C", "C", "C", "C", "C", "C", "H", "H", "H", "H", "H", "H", "H", "H"], "positions_angstrom": [[-2.544, -0.691, -2.522], [-1.619, -0.058, -3.561], [-3.553, -0.760, -2.937], [-2.226, -1.626, -2.080], [-2.689, 0.042, -1.720], [-1.823, -0.399, -4.575], [-0.576, -0.256, -3.347], [-1.686, 1.019, -3.512], [1.745, 0.068, -1.105], [-0.608, -0.566, 1.834], [-0.025, 0.153, 2.857], [-0.115, -0.482, 0.533], [1.110, 0.127, 0.271], [1.161, 0.849, 2.573], [1.717, 0.837, 1.308], [-1.538, -1.105, 1.953], [-0.464, 0.248, 3.843], [-0.601, -1.025, -0.269], [1.506, 1.524, 3.344], [1.046, -0.380, -1.815], [2.501, -0.726, -1.019], [2.664, 1.345, 1.174], [2.203, 1.012, -1.387]]}

=====

Model D:
{"formula": "C9H14", "method": "wB97M-V/def2-TZVPD", "gap_ev": 10.265, "homo_ev": -9.27, "lumo_ev": 0.99, "charge": 0, "elements": ["C", "C", "C", "C", "C", "C", "C", "H", "H", "H", "H", "H", "H", "H", "H", "C", "C", "H", "H", "H", "H", "H", "H"], "positions_angstrom": [[1.566, -1.610, 1.842], [0.306, -0.278, -1.527], [0.702, -1.188, -0.516], [0.590, 1.027, -1.275], [1.180, -0.666, 0.704], [1.003, 1.496, -0.111], [1.258, 0.608, 0.957], [-0.325, -0.579, -2.409], [0.813, -2.309, -0.675], [0.291, 1.734, -2.195], [1.107, 2.643, 0.255], [2.527, -1.415, 2.403], [1.635, -2.637, 1.709], [1.601, 0.982, 1.951], [0.775, -1.512, 2.671], [-3.015, 0.050, -0.815], [-2.370, 0.699, 0.382], [-2.757, -1.003, -0.702], [-4.020, 0.159, -1.077], [-2.420, 0.409, -1.693], [-2.443, 1.775, 0.238], [-1.199, 0.474, 0.345], [-2.909, 0.442, 1.330]]}

=====

Going by the computed energies, the most stable comes first: model C, model A, model B, model D.